Below is a structure of composition C36H40As2Cl2NScSi, with properties calculated with ωB97M-V/def2-TZVPD.

Geometry as XYZ:
```
83
Properties=species:S:1:pos:R:3:lowdin_charge:R:1
Sc -1.18 -0.26 0.23 0.69
C 0.14 2.07 -1.92 -0.45
C 1.48 1.80 -1.24 -0.40
As 1.44 0.05 -0.34 1.30
C 1.78 -1.17 -1.81 -0.40
C 1.90 -0.77 -3.14 -0.10
C 2.13 -1.72 -4.13 -0.06
C 2.25 -3.06 -3.79 -0.05
C 2.13 -3.46 -2.47 -0.05
C 1.90 -2.52 -1.48 -0.11
C 3.18 0.10 0.53 -0.36
C 3.30 0.31 1.90 -0.12
C 4.56 0.40 2.47 -0.06
C 5.69 0.28 1.68 -0.05
C 5.57 0.07 0.31 -0.05
C 4.32 -0.03 -0.27 -0.09
As -1.49 2.59 -0.88 1.32
C -0.97 4.42 -0.39 -0.39
C -1.90 5.14 0.36 -0.12
C -1.60 6.43 0.79 -0.06
C -0.38 7.00 0.46 -0.05
C 0.53 6.30 -0.31 -0.06
C 0.23 5.01 -0.74 -0.10
C -1.31 1.98 1.04 -0.53
C -0.16 2.07 1.84 -0.13
C -0.23 1.91 3.22 -0.04
C -1.46 1.69 3.84 -0.02
C -2.62 1.64 3.07 -0.04
C -2.55 1.77 1.69 -0.18
H -0.14 1.20 -2.53 0.03
H 0.23 2.90 -2.62 0.08
H 1.73 2.56 -0.50 0.06
H 2.30 1.80 -1.96 0.08
H 1.83 0.27 -3.42 0.10
H 2.22 -1.40 -5.16 0.12
H 2.44 -3.79 -4.57 0.12
H 2.23 -4.50 -2.21 0.12
H 1.81 -2.83 -0.44 0.10
H 2.42 0.39 2.52 0.08
H 4.66 0.56 3.54 0.11
H 6.68 0.35 2.13 0.12
H 6.46 -0.03 -0.30 0.12
H 4.22 -0.22 -1.33 0.11
H -2.86 4.70 0.60 0.10
H -2.33 6.98 1.36 0.12
H -0.15 8.00 0.80 0.12
H 1.47 6.75 -0.59 0.12
H 0.95 4.50 -1.38 0.09
H 0.79 2.35 1.41 0.10
H 0.66 2.00 3.82 0.13
H -1.51 1.61 4.91 0.13
H -3.58 1.52 3.55 0.13
H -3.47 1.81 1.12 0.07
Cl -3.71 -0.86 -0.07 0.69
C -5.26 -0.11 -0.61 -0.86
Cl -5.05 1.47 -1.36 0.57
H -5.89 -0.02 0.26 0.05
H -5.69 -0.79 -1.34 0.05
C -2.44 -2.31 2.74 -0.17
Si -0.93 -2.96 1.80 0.44
C 0.53 -1.99 2.54 -0.17
C -0.70 -4.80 1.98 -0.15
N -1.06 -2.21 0.21 -0.22
C -1.32 -2.73 -1.05 -0.40
C -1.54 -4.08 -1.34 -0.01
C -1.78 -4.50 -2.64 -0.05
C -1.81 -3.59 -3.69 -0.06
C -1.61 -2.24 -3.43 -0.06
C -1.38 -1.83 -2.13 -0.12
H -2.36 -2.54 3.80 0.05
H -3.37 -2.76 2.39 0.04
H -2.53 -1.22 2.66 -0.01
H 0.74 -2.33 3.55 0.06
H 0.30 -0.91 2.61 0.00
H 1.45 -2.10 1.96 0.02
H -0.35 -5.01 3.00 0.05
H 0.04 -5.20 1.29 0.04
H -1.63 -5.34 1.84 0.04
H -1.52 -4.81 -0.53 0.10
H -1.95 -5.55 -2.83 0.12
H -1.99 -3.93 -4.70 0.12
H -1.64 -1.52 -4.23 0.12
H -1.25 -0.75 -1.93 0.05
```

Properties
Multiplicity: 1
LUMO level: -0.2360 Eh
Total charge: +2
ΔE to the lowest compared entry with this formula, charge and spin: 194.5 kJ/mol
Gap between HOMO and LUMO: 0.25119 Ha

=====

Below is a cluster of 3 separate species, C36H40B2FO11P2Si in total, with properties calculated with ωB97M-V/def2-TZVPD.

Geometry as XYZ:
```
93
Properties=species:S:1:pos:R:3:lowdin_charge:R:1
C 5.16 0.14 5.73 -0.10
C 5.43 1.59 5.29 -0.14
B 4.05 2.32 4.96 -0.43
O 3.39 2.90 6.02 0.13
C 3.42 2.25 3.49 -0.35
C 4.46 2.20 2.36 -0.01
B 5.37 3.48 2.27 -0.61
O 4.90 4.74 2.64 0.15
O 6.67 3.37 1.78 0.14
O 2.81 0.96 3.60 -0.29
P 1.08 0.96 3.61 0.37
F 1.10 1.59 5.23 -0.31
P 1.16 -0.14 1.65 0.59
O 1.10 0.63 0.36 -0.54
Si -1.21 1.02 3.71 0.47
C -1.75 2.56 4.64 -0.22
C -2.11 1.08 2.04 -0.21
C -1.75 -0.47 4.72 -0.22
O 1.15 2.51 2.91 -0.24
C 2.30 3.26 3.10 -0.38
O 2.11 4.29 4.05 0.02
H 6.09 -0.38 5.95 0.06
H 4.62 -0.41 4.96 0.07
H 4.56 0.13 6.64 0.08
H 5.89 2.13 6.12 0.10
H 6.15 1.60 4.46 0.09
H 2.59 2.43 6.28 0.10
H 3.94 2.01 1.41 0.13
H 5.11 1.34 2.52 0.12
H 5.06 5.02 3.54 0.11
H 7.33 3.68 2.40 0.10
H 1.13 -0.37 4.19 0.01
H 2.27 -1.03 1.65 -0.03
H 0.06 -1.06 1.71 -0.03
H -1.46 2.51 5.69 0.02
H -2.84 2.68 4.57 0.02
H -1.28 3.45 4.21 0.02
H -1.50 0.74 1.20 -0.01
H -2.45 2.09 1.84 0.02
H -3.00 0.44 2.09 0.02
H -1.16 -1.35 4.45 0.01
H -2.81 -0.70 4.61 0.02
H -1.53 -0.25 5.77 0.02
H 2.53 3.73 2.14 0.15
H 1.89 5.08 3.55 0.10
C 2.69 -8.27 -2.43 -0.07
C 3.92 -7.62 -2.38 -0.07
C 3.96 -6.24 -2.23 -0.01
C 2.78 -5.51 -2.15 -0.08
C 1.56 -6.17 -2.22 -0.08
C 1.51 -7.55 -2.35 -0.01
C 0.27 -5.40 -2.17 -0.28
O -0.79 -5.98 -2.22 0.09
C 0.35 -3.92 -2.06 -0.09
C -0.82 -3.18 -2.05 0.00
C -0.77 -1.81 -1.93 -0.06
C 0.45 -1.15 -1.82 -0.07
C 1.63 -1.88 -1.83 0.01
C 1.59 -3.27 -1.95 -0.08
C 2.87 -4.03 -1.99 -0.28
O 3.94 -3.48 -1.89 0.11
H 2.65 -9.35 -2.53 0.10
H 4.84 -8.19 -2.44 0.10
H 4.91 -5.72 -2.18 0.12
H 0.55 -8.04 -2.40 0.12
H -1.77 -3.70 -2.13 0.12
H -1.69 -1.23 -1.92 0.10
H 0.50 -0.08 -1.70 0.08
H 2.58 -1.39 -1.74 0.13
C -8.82 2.79 -5.43 -0.06
C -8.71 1.78 -6.39 -0.06
C -7.54 1.04 -6.49 -0.01
C -6.47 1.31 -5.65 -0.08
C -6.58 2.33 -4.70 -0.08
C -7.75 3.06 -4.59 -0.01
C -5.43 2.66 -3.79 -0.28
O -5.53 3.54 -2.97 0.11
C -4.18 1.88 -3.95 -0.08
C -3.08 2.19 -3.15 0.01
C -1.91 1.47 -3.28 -0.04
C -1.82 0.43 -4.20 -0.06
C -2.91 0.11 -5.00 0.00
C -4.09 0.84 -4.88 -0.09
C -5.23 0.49 -5.77 -0.28
O -5.16 -0.42 -6.57 0.10
H -9.73 3.36 -5.35 0.10
H -9.54 1.57 -7.05 0.10
H -7.44 0.25 -7.23 0.12
H -7.81 3.84 -3.84 0.12
H -3.17 3.00 -2.44 0.12
H -1.06 1.72 -2.65 0.11
H -0.90 -0.13 -4.29 0.10
H -2.85 -0.69 -5.71 0.12
```

Properties
Multiplicity: 1
LUMO level: 0.0165 Eh
Total charge: -1
ΔE to the lowest compared entry with this formula, charge and spin: 0.0 kJ/mol
Gap between HOMO and LUMO: 0.19542 Ha

=====

Below is a cluster of 3 separate species, C36H40BF3O4 in total, with properties calculated with ωB97M-V/def2-TZVPD.

Geometry as XYZ:
```
84
Properties=species:S:1:pos:R:3:lowdin_charge:R:1
C 1.20 -6.13 -3.73 -0.06
O 2.15 -5.08 -3.60 -0.09
C 1.70 -3.80 -3.55 -0.26
C 2.55 -2.82 -3.00 0.00
C 2.09 -1.55 -2.81 -0.04
C 0.77 -1.16 -3.18 -0.20
C 0.34 0.18 -2.96 -0.03
C -0.98 0.68 -3.20 -0.25
C -1.13 2.04 -3.61 -0.04
C -2.34 2.67 -3.66 0.00
C -3.53 1.96 -3.34 -0.27
O -4.67 2.69 -3.23 -0.09
C -5.82 2.09 -2.62 -0.07
C -3.44 0.56 -3.11 -0.02
C -2.20 -0.05 -2.97 -0.05
C -0.02 -2.13 -3.86 -0.03
C 0.41 -3.42 -4.01 -0.01
H 1.78 -7.04 -3.80 0.09
H 0.55 -6.16 -2.86 0.10
H 0.60 -6.01 -4.63 0.08
H 3.56 -3.13 -2.72 0.13
H 2.76 -0.81 -2.38 0.09
H 1.12 0.94 -2.92 0.12
H -0.22 2.58 -3.89 0.11
H -2.42 3.74 -3.90 0.12
H -6.61 2.82 -2.76 0.09
H -6.10 1.15 -3.09 0.08
H -5.65 1.94 -1.55 0.10
H -4.37 -0.02 -3.00 0.11
H -2.17 -1.10 -2.68 0.11
H -0.97 -1.83 -4.29 0.11
H -0.25 -4.16 -4.48 0.11
C -1.91 2.52 2.77 0.00
C -1.31 1.16 2.51 -0.45
C -1.69 0.20 3.64 0.00
C -1.54 0.51 1.07 -0.43
C -2.74 -0.38 0.85 0.00
C -1.55 1.63 0.04 0.00
O -0.39 -0.34 0.90 0.13
B 0.51 0.13 1.86 -0.69
C 1.46 -0.79 2.66 -0.08
C 1.84 -0.36 3.94 0.00
C 2.29 -1.27 4.88 0.00
C 2.42 -2.60 4.52 -0.13
C 2.78 -3.63 5.56 -0.51
F 1.93 -4.71 5.51 0.11
F 4.05 -4.12 5.38 0.11
F 2.72 -3.14 6.83 0.11
C 2.20 -3.03 3.21 0.00
C 1.71 -2.11 2.28 0.00
C 1.72 0.99 -0.23 -0.11
C 2.83 0.07 -0.10 -0.10
C 1.79 2.31 0.29 -0.23
C 1.40 3.42 -0.51 -0.04
C 1.46 4.72 -0.02 -0.09
C 1.90 4.96 1.29 -0.09
C 2.35 3.90 2.08 -0.08
C 2.32 2.61 1.59 -0.02
O 0.12 1.30 2.53 0.08
H -2.94 2.53 2.43 0.10
H -1.91 2.70 3.85 0.09
H -1.34 3.33 2.30 0.09
H -2.78 0.13 3.70 0.10
H -1.26 -0.81 3.50 0.10
H -1.31 0.59 4.59 0.10
H -3.67 0.20 0.79 0.09
H -2.62 -0.92 -0.10 0.09
H -2.84 -1.13 1.65 0.09
H -2.58 1.98 -0.13 0.10
H -0.93 2.48 0.35 0.08
H -1.16 1.27 -0.92 0.07
H 1.75 0.68 4.23 0.12
H 2.51 -0.94 5.89 0.12
H 2.37 -4.06 2.93 0.12
H 1.51 -2.44 1.26 0.12
H 0.85 0.73 -0.83 0.08
H 2.55 -0.96 -0.35 0.07
H 3.62 0.39 -0.79 0.10
H 3.27 0.07 0.91 0.09
H 1.08 3.20 -1.53 0.11
H 1.16 5.54 -0.68 0.10
H 1.90 5.98 1.68 0.10
H 2.72 4.09 3.09 0.11
H 2.72 1.80 2.21 0.11
```

Properties
Multiplicity: 1
LUMO level: -0.0788 Eh
ΔE to the lowest compared entry with this formula, charge and spin: 310.2 kJ/mol
Gap between HOMO and LUMO: 0.10684 Ha

=====

Below is a structure of composition C36H40ClIN9O4Rb, with properties calculated with ωB97M-V/def2-TZVPD.

Geometry as XYZ:
```
92
Properties=species:S:1:pos:R:3:lowdin_charge:R:1
Rb -0.09 -0.48 -0.38 0.92
O 2.03 0.42 -1.66 -0.25
C 3.28 0.13 -1.68 -0.44
C 4.02 0.11 -2.91 -0.04
C 5.34 -0.28 -2.97 -0.14
C 6.03 -0.69 -1.82 -0.15
C 5.34 -0.66 -0.61 -0.09
C 4.02 -0.22 -0.51 -0.16
C 3.43 -0.24 0.85 -0.16
N 2.78 0.62 1.51 0.05
C 2.53 1.95 0.97 -0.22
C 1.04 2.26 0.79 -0.28
N 0.28 1.94 1.98 0.05
C -0.71 2.66 2.32 -0.14
C -1.32 3.80 1.60 -0.17
C -1.55 4.99 2.29 -0.09
C -2.12 6.10 1.69 -0.16
C -2.50 5.99 0.35 -0.14
C -2.33 4.81 -0.35 -0.04
C -1.76 3.64 0.24 -0.42
O -1.68 2.53 -0.38 -0.12
H 3.48 0.40 -3.80 0.10
H 5.84 -0.29 -3.93 0.08
H 7.06 -1.02 -1.87 0.07
H 5.85 -0.98 0.30 0.10
H 3.63 -1.17 1.40 0.09
H 3.03 2.12 0.01 0.11
H 2.94 2.65 1.71 0.11
H 0.69 1.68 -0.05 -0.01
H 0.93 3.31 0.49 0.12
H -1.18 2.40 3.27 0.11
H -1.24 5.04 3.33 0.10
H -2.27 7.02 2.24 0.07
H -2.95 6.84 -0.16 0.08
H -2.65 4.73 -1.39 0.09
C 3.38 -9.32 0.17 -0.06
C 3.64 -7.84 -0.12 -0.52
C 3.73 -7.64 -1.64 -0.04
C 4.99 -7.48 0.51 -0.05
C 2.49 -6.96 0.51 -0.42
O 2.62 -7.08 1.93 -0.02
C 1.12 -7.50 0.10 -0.12
C -0.13 -6.69 0.45 -0.11
C -0.45 -6.55 1.92 -0.20
C -0.81 -5.33 2.46 -0.03
C -1.13 -5.19 3.81 -0.10
C -1.10 -6.30 4.62 -0.67
Cl -1.49 -6.15 6.32 0.61
C -0.75 -7.55 4.11 -0.11
C -0.43 -7.66 2.77 -0.03
C 2.71 -5.51 0.04 -0.03
N 2.11 -4.47 0.86 -0.09
C 1.31 -3.47 0.47 -0.19
N 1.10 -2.64 1.48 0.05
C 1.82 -3.19 2.48 -0.21
N 2.46 -4.30 2.16 0.10
H 4.26 -9.90 -0.10 0.08
H 2.54 -9.71 -0.42 0.08
H 3.17 -9.49 1.23 0.09
H 4.49 -8.32 -2.03 0.08
H 4.04 -6.63 -1.91 0.08
H 2.80 -7.85 -2.16 0.06
H 5.75 -8.17 0.12 0.08
H 4.96 -7.59 1.59 0.08
H 5.32 -6.47 0.27 0.08
H 2.61 -6.20 2.35 0.06
H 1.02 -8.49 0.54 0.10
H 1.10 -7.64 -0.99 0.07
H -0.97 -7.20 -0.03 0.13
H -0.12 -5.70 -0.01 0.09
H -0.84 -4.45 1.82 0.11
H -1.40 -4.22 4.22 0.11
H -0.73 -8.41 4.77 0.10
H -0.15 -8.63 2.38 0.11
H 2.28 -5.39 -0.96 0.14
H 3.77 -5.28 -0.03 0.12
H 0.90 -3.39 -0.52 0.07
H 1.89 -2.76 3.47 0.12
N -3.84 1.10 -2.86 0.14
C -2.56 0.71 -2.63 -0.65
O -2.29 -0.31 -2.03 -0.08
C -1.44 1.61 -3.10 -0.55
I -1.81 2.73 -4.89 0.74
H -4.53 0.66 -2.28 0.11
H -4.01 2.06 -3.14 0.05
H -0.54 1.03 -3.28 0.05
H -1.29 2.34 -2.30 0.03
N 0.38 -7.48 -3.24 0.07
C -0.34 -6.57 -3.15 -0.44
N -1.22 -5.60 -3.07 0.03
C -0.86 -4.49 -2.48 -0.41
N -0.62 -3.47 -1.95 0.09
```

Properties
Multiplicity: 1
LUMO level: 0.1252 Eh
Total charge: -2
ΔE to the lowest compared entry with this formula, charge and spin: 62.0 kJ/mol
Gap between HOMO and LUMO: 0.21315 Ha

=====

Below is a structure of composition C36H40F10N12ORbS3Se, with properties calculated with ωB97M-V/def2-TZVPD.

Geometry as XYZ:
```
104
Properties=species:S:1:pos:R:3:lowdin_charge:R:1
Rb 0.58 0.13 -0.56 0.68
C 2.00 2.62 2.01 -0.10
N 2.74 1.67 1.15 -0.22
C 3.45 0.65 1.88 -0.21
C 3.07 -0.77 1.52 -0.28
N 1.77 -1.17 2.04 0.00
C 1.52 -2.46 2.10 -0.27
C 0.59 -2.90 3.06 -0.21
F 0.30 -2.01 3.98 0.09
C 0.23 -4.23 3.26 -0.13
F -0.58 -4.63 4.30 0.06
C 0.82 -5.22 2.46 -0.22
F 0.48 -6.48 2.59 0.08
C 1.82 -4.83 1.56 -0.16
F 2.46 -5.77 0.82 0.08
C 2.06 -3.51 1.30 -0.17
F 3.03 -3.31 0.40 0.06
C 3.65 2.45 0.26 -0.21
C 4.29 1.62 -0.85 -0.22
N 3.31 1.37 -1.95 -0.05
C 3.73 0.61 -2.97 -0.20
C 4.85 -0.33 -2.98 -0.15
F 5.70 -0.39 -1.95 0.07
C 5.16 -1.05 -4.07 -0.19
F 6.31 -1.74 -4.14 0.10
C 4.38 -1.11 -5.17 -0.18
F 4.65 -1.95 -6.20 0.08
C 3.29 -0.27 -5.25 -0.15
F 2.52 -0.33 -6.36 0.08
C 2.95 0.53 -4.16 -0.16
F 1.76 1.18 -4.20 0.07
H 2.57 3.29 2.56 0.07
H 1.33 3.19 1.33 0.09
H 1.40 2.07 2.63 0.04
H 4.52 0.81 1.80 0.12
H 3.08 0.81 2.89 0.11
H 3.16 -0.92 0.43 0.09
H 3.81 -1.45 1.94 0.12
H 3.08 3.26 -0.14 0.08
H 4.47 2.94 0.81 0.12
H 5.09 2.24 -1.37 0.13
H 4.79 0.74 -0.38 0.10
N -3.47 -2.08 -1.88 0.11
C -3.55 -0.75 -2.10 -0.70
N -2.53 -0.01 -2.42 0.10
C -2.90 1.31 -2.64 -0.34
C -4.24 1.56 -2.54 -0.39
S -5.07 0.11 -2.09 1.00
C -1.78 2.27 -2.89 -0.36
C -2.01 3.37 -3.65 -0.38
S -0.60 4.39 -3.59 0.98
C 0.23 3.16 -2.59 -0.67
N -0.54 2.13 -2.33 0.00
N 1.52 3.35 -2.15 0.08
H -2.54 -2.51 -2.02 0.07
H -4.24 -2.71 -2.04 0.09
H -4.78 2.50 -2.60 0.07
H -2.92 3.75 -4.09 0.07
H 1.98 4.18 -2.52 0.09
H 2.17 2.51 -2.07 0.02
C -1.06 4.49 3.39 -0.07
C -2.05 3.33 3.68 -0.19
N -2.96 2.98 2.57 -0.09
C -4.35 3.43 2.63 -0.21
C -4.58 4.69 1.80 -0.06
C -2.48 2.20 1.56 -0.42
C -3.53 1.64 0.62 -0.03
N -1.26 1.83 1.32 0.11
H -0.32 4.63 4.20 0.08
H -1.54 5.47 3.23 0.07
H -0.52 4.19 2.50 0.04
H -2.68 3.51 4.56 0.11
H -1.43 2.44 3.97 0.12
H -4.68 3.54 3.68 0.12
H -4.93 2.58 2.25 0.10
H -4.07 5.52 2.14 0.04
H -5.63 4.92 1.71 0.07
H -4.26 4.51 0.77 0.08
H -4.18 0.91 1.12 0.09
H -3.02 1.16 -0.20 0.04
H -4.20 2.41 0.22 0.07
H -0.57 2.14 1.98 0.00
C 0.71 -5.15 -2.21 -0.25
S 0.51 -3.70 -3.29 0.86
C 1.49 -2.55 -2.25 -0.26
O -0.94 -3.36 -3.12 -0.57
H 0.61 -4.70 -1.26 -0.01
H 1.76 -5.54 -2.21 0.08
H -0.02 -5.90 -2.51 0.05
H 2.47 -2.95 -2.00 0.07
H 0.93 -2.47 -1.34 -0.01
H 1.52 -1.62 -2.79 0.02
Se -2.50 -5.99 0.69 1.10
N -3.18 -5.19 2.13 -0.21
C -2.89 -3.95 2.00 -0.44
C -3.21 -2.99 3.02 -0.01
C -2.68 -1.79 2.87 -0.03
C -1.88 -1.43 1.68 -0.13
N -1.59 -2.25 0.73 0.13
C -2.05 -3.57 0.88 -0.44
N -1.69 -4.54 0.05 -0.19
H -3.78 -3.34 3.85 0.11
H -2.73 -1.01 3.57 0.09
H -1.46 -0.42 1.66 0.07
```

Properties
Multiplicity: 1
LUMO level: 0.0492 Eh
Total charge: -1
ΔE to the lowest compared entry with this formula, charge and spin: 65.6 kJ/mol
Gap between HOMO and LUMO: 0.18920 Ha